(1)
The molecule C5H8N2. Source: the OMol25 dataset; level of theory: ωB97M-V with the def2-TZVPD basis set.

For the LUMO energy, the calculation gives 1.09 eV. As for the relative energy (zero: lowest compared OMol25 entry of this formula, charge and spin): 53.28 kcal per mole. The SMILES is [H]/N=C1/CN2[C@@H](C)[C@H]12. As for the orbital gap: 10.61 eV.

Each line ends with the natural charge from an NBO analysis.
Cartesian coordinates (Å):
H 1.753289 1.145729 -2.384256  0.337
N 2.216299 0.940326 -1.495869  -0.611
C 1.358875 0.642179 -0.620490  0.297
C 1.472069 0.400847 0.875374  -0.301
N -0.021040 0.416498 1.000846  -0.358
C -0.501813 -0.693666 0.193084  -0.073
C -1.958817 -1.032645 0.367191  -0.610
C -0.128896 0.568143 -0.495397  -0.186
H 1.913056 1.253894 1.397365  0.227
H 1.941136 -0.527048 1.219095  0.205
H 0.166794 -1.547664 0.067132  0.197
H -2.098539 -1.662695 1.250254  0.220
H -2.345034 -1.569525 -0.504742  0.215
H -2.548656 -0.122295 0.506020  0.221
H -0.863316 1.214681 -0.970099  0.219

Forces on atoms 1 to 2 (eV/Å):
0.089 0.006 0.044
-0.372 -0.078 0.158



(2)
The molecule C3H5FN2. Source: the OMol25 dataset; level of theory: ωB97M-V with the def2-TZVPD basis set.

For the LUMO energy, the calculation gives 0.90 eV. As for the relative energy (zero: lowest compared OMol25 entry of this formula, charge and spin): 34.08 kcal per mole. The SMILES is C=C(F)/C=N/N. As for the orbital gap: 9.37 eV.

Each line ends with the natural charge from an NBO analysis.
Cartesian coordinates (Å):
C -1.902638 -1.128466 0.121293  -0.478
C -0.885087 -0.650758 -0.533060  0.369
F -0.741340 -0.923094 -1.830451  -0.316
C 0.107943 0.188214 0.026064  -0.079
N 1.206793 0.469653 -0.559201  -0.166
N 2.028547 1.283630 0.139916  -0.640
H -2.135648 -0.702309 1.058170  0.207
H -2.644825 -1.763594 -0.350403  0.219
H 0.023974 0.445223 1.076481  0.156
H 2.063075 1.251139 1.163300  0.352
H 2.879206 1.530362 -0.312108  0.376

Forces on atoms 1 to 2 (eV/Å):
-1.663 -0.539 -0.138
0.017 -0.113 -1.145



> Which of these has the lowest orbital gap?

C3H5FN2



> Which of these has the highest orbital gap?

C5H8N2



> Which value of orbital gap does entry 2 give?

9.37 eV